Formula: C4H13N2O
Source: the Open Molecules 2025 dataset
Level of theory: wB97M-V/def2-TZVPD

Calculated values
highest occupied orbital energy	-11.674	eV
frontier orbital gap	8.4	eV
ΔE to the lowest compared entry with this formula, charge and spin	46.0	kcal/mol
charge	+1

Atoms and positions in Å:
C  -0.002  -0.503  0.555
C  -0.769  0.808  0.430
C  -1.188  1.206  -0.962
C  -1.283  2.484  -1.302
N  -1.515  0.167  -1.844
N  1.490  -0.258  0.596
H  -0.311  -1.181  1.348
H  -0.203  -1.102  -0.334
H  -1.644  0.774  1.090
H  -0.242  1.669  0.850
H  -1.536  2.802  -2.310
H  -1.173  3.371  -0.690
H  -2.108  0.391  -2.619
H  -1.884  -0.629  -1.360
H  1.686  0.645  1.025
H  1.931  -0.925  1.254
H  1.829  -0.348  -0.356
H  2.977  -3.413  1.346
H  1.690  -3.197  1.970
O  2.255  -2.762  1.314